Entry 1:
An isolated molecule of C25H26N6O3 at a distorted geometry, computed with ωB97M-V/def2-TZVPD.

Each line ends with the Mulliken charge.
Positions of all 60 atoms, in Å:
C (4.766, 4.551, 4.462)  -1.30
C (3.537, 4.341, 3.655)  0.46
C (2.918, 5.134, 2.726)  -0.72
C (1.785, 4.421, 2.286)  -0.34
C (1.792, 3.238, 2.982)  0.50
C (0.899, 2.125, 2.902)  0.40
N (0.993, 0.991, 3.632)  -0.30
N (0.041, 0.225, 3.245)  -0.92
N (-0.617, 0.859, 2.309)  1.29
C (-1.733, 0.321, 1.605)  -0.61
C (-1.439, -0.909, 0.736)  0.93
O (-2.318, -1.742, 0.579)  -0.74
N (-0.229, -1.023, 0.166)  0.47
C (0.072, -2.234, -0.586)  -1.29
C (-0.387, -2.114, -2.048)  0.66
O (0.394, -1.998, -2.969)  -0.68
N (-1.724, -2.117, -2.176)  0.17
C (-2.387, -2.066, -3.464)  -1.20
C (-2.983, -3.405, -3.813)  0.61
C (-2.141, -4.477, -4.087)  -0.26
C (-2.667, -5.721, -4.379)  -0.59
C (-4.039, -5.908, -4.401)  -0.41
C (-4.883, -4.845, -4.128)  -0.53
C (-4.356, -3.600, -3.831)  -0.45
C (0.787, -0.022, 0.156)  -1.13
C (1.937, -0.258, 0.899)  -0.18
C (2.952, 0.678, 0.908)  -1.14
C (2.817, 1.839, 0.169)  -0.96
C (1.682, 2.075, -0.593)  1.68
C (1.565, 3.337, -1.390)  -2.05
C (0.649, 1.132, -0.615)  2.03
C (-0.565, 1.377, -1.458)  -2.41
N (-0.131, 2.059, 2.060)  -0.78
O (2.857, 3.193, 3.810)  -0.46
H (5.485, 3.756, 4.270)  0.31
H (4.528, 4.532, 5.525)  0.31
H (5.214, 5.508, 4.212)  0.35
H (3.235, 6.104, 2.402)  0.48
H (1.058, 4.722, 1.562)  0.62
H (-2.501, 0.007, 2.318)  0.34
H (-2.134, 1.117, 0.973)  0.26
H (-0.439, -3.075, -0.110)  0.47
H (1.152, -2.389, -0.575)  0.48
H (-2.293, -2.265, -1.350)  0.23
H (-1.623, -1.788, -4.196)  0.41
H (-3.164, -1.295, -3.438)  0.46
H (-1.072, -4.324, -4.071)  0.42
H (-2.005, -6.548, -4.593)  0.38
H (-4.450, -6.879, -4.632)  0.37
H (-5.954, -4.987, -4.142)  0.37
H (-5.018, -2.773, -3.615)  0.32
H (2.012, -1.159, 1.488)  0.51
H (3.836, 0.506, 1.501)  0.44
H (3.606, 2.576, 0.184)  0.34
H (2.425, 3.978, -1.218)  0.41
H (1.505, 3.113, -2.454)  0.44
H (0.663, 3.881, -1.113)  0.36
H (-1.254, 0.537, -1.429)  0.30
H (-1.085, 2.274, -1.122)  0.44
H (-0.267, 1.533, -2.494)  0.47

## Properties
Kohn-Sham gap   9.0 eV
DFT total energy   -1522.53269 Eh
SMILES   Cc1ccc(-c2nnn(CC(=O)N(CC(=O)NCc3ccccc3)c3cccc(C)c3C)n2)o1

---

Entry 2:
A structure of composition C4H8NO at a distorted geometry, computed with ωB97M-V/def2-TZVPD.

Each line ends with the Mulliken charge.
Positions of all 14 atoms, in Å:
C (-1.441, -1.370, -0.081)  -0.50
C (0.024, -1.314, -0.115)  0.01
C (-1.266, -0.120, 0.753)  -0.44
C (2.054, 1.930, -0.748)  -0.01
N (0.159, -0.299, 0.650)  0.04
O (2.297, 1.089, 0.051)  -0.47
H (-2.012, -2.138, 0.447)  0.31
H (0.639, -2.076, -0.560)  0.41
H (-1.536, 0.775, 0.234)  0.28
H (-1.713, -0.250, 1.857)  0.31
H (1.386, 2.887, -0.680)  0.22
H (2.313, 2.013, -1.839)  0.25
H (0.906, 0.089, 1.141)  0.30
H (-1.810, -1.215, -1.110)  0.29

## Properties
Kohn-Sham gap   9.3 eV
DFT total energy   -286.84357 Eh
Charge   +1

---

Entry 3:
A structure of composition C4H6InO4 at a distorted geometry, computed with ωB97M-V/def2-TZVPD.

Each line ends with the Mulliken charge.
Positions of all 15 atoms, in Å:
In (7.558, -11.549, 4.876)  0.73
C (8.085, -14.217, 2.567)  -0.84
C (7.007, -14.220, 3.646)  0.69
O (6.534, -13.179, 4.135)  -0.30
O (6.479, -15.278, 4.028)  -0.42
H (7.622, -14.657, 1.684)  0.28
H (8.652, -15.090, 2.891)  0.35
H (8.653, -13.299, 2.413)  0.33
C (3.995, -10.964, 6.583)  -0.85
C (4.851, -12.170, 6.170)  0.70
O (5.816, -12.225, 5.348)  -0.24
O (4.394, -13.154, 6.696)  -0.36
H (3.027, -11.053, 6.089)  0.28
H (4.429, -9.997, 6.332)  0.32
H (3.849, -10.905, 7.662)  0.32

## Properties
Kohn-Sham gap   4.8 eV
DFT total energy   -646.57038 Eh
Charge   +1

---

Highest occupied orbital energy (eV)
-8.30 -14.11 -14.07
Energy above the lowest of the compared OMol25 structures with the same formula, charge and spin (kJ/mol)
64.9 259.7 543.7